(1)
C20H30N4O3 | wB97M-V/def2-TZVPD

Summary:
**SMILES**: CCCN1CCN(CCCNC(=O)CN2C(=O)COc3ccccc32)CC1
**Orbital gap**: 8.231 eV
**HOMO energy**: -7.58 eV
**F_max**: 16.000 eV Å⁻¹
**Total charge**: 0

```
57
C20H30N4O3 (wB97M-V/def2-TZVPD)
C -3.98570 -4.26248 0.36816
C -3.17463 -2.82643 0.13279
C -4.17226 -1.81370 0.65359
N -3.67051 -0.61462 0.44572
C -2.55831 -0.29653 1.43987
C -2.31671 1.16426 1.60907
N -2.03368 1.79986 -0.02606
C -1.53614 3.12454 -0.08594
C -0.81392 3.28892 -1.24963
C -0.04859 2.32127 -1.70176
N 0.77770 1.71480 -0.87924
C 0.67291 0.51751 -0.30009
O 0.19475 -0.32944 -1.01088
C 1.57600 0.16003 0.96272
N 3.05128 0.51931 0.32517
C 3.64118 1.59248 0.84081
O 2.86764 2.32077 1.19876
C 5.09442 1.87537 0.62640
O 5.71197 0.49437 0.98425
C 5.29076 -0.61167 0.33428
C 6.10540 -1.49340 -0.17942
C 5.53434 -2.74877 -0.87515
C 4.23766 -2.76228 -0.97682
C 3.33705 -1.91226 -0.61466
C 3.84258 -0.74204 0.06797
C -3.26005 1.57409 -0.78596
C -3.43394 0.00117 -0.75919
H -4.13191 -4.47924 1.31894
H -3.35577 -4.96723 0.12668
H -4.98162 -4.32808 -0.36383
H -2.33673 -3.02269 0.82876
H -2.96421 -2.80041 -0.76914
H -4.43981 -1.92609 1.68149
H -4.98201 -1.72592 0.02315
H -1.75083 -0.63813 1.00320
H -2.64214 -0.54291 2.35065
H -2.94843 1.65152 1.96708
H -1.30123 1.56833 1.93338
H -0.85780 3.22200 0.96552
H -2.24284 3.77216 0.26807
H -0.24673 4.27193 -1.08640
H -1.48981 3.80770 -2.12272
H 0.48951 2.66561 -2.73846
H -0.51285 1.39763 -2.16092
H 1.26027 2.22466 -0.15195
H 1.35342 -0.85846 1.31867
H 1.22353 0.72514 1.63305
H 5.11373 2.21804 -0.27008
H 5.51680 2.37694 1.52606
H 7.13337 -1.46624 0.07786
H 6.22008 -3.50514 -0.78496
H 3.82371 -3.65484 -1.67666
H 2.34484 -1.64835 -0.76140
H -4.06074 1.87580 -0.36131
H -3.03420 2.01981 -1.66375
H -2.66138 -0.23551 -1.20473
H -4.46941 -0.05314 -1.45099
```



(2)
C20H30NO3PPdS | wB97M-V/def2-TZVPD

Summary:
**Orbital gap (alpha / beta)**: 8.486 / 4.869 eV
**HOMO energy (alpha / beta)**: -14.18 / -14.17 eV
**Spin multiplicity**: 5
**F_max**: 3.653 eV Å⁻¹
**Total charge**: +2

```
57
C20H30NO3PPdS (wB97M-V/def2-TZVPD)
C 3.45562 0.48617 -3.46742
C 3.81582 0.16184 -2.17188
C 2.85023 0.13825 -1.11564
C 1.53346 0.42596 -1.43918
C 1.17068 0.81387 -2.72440
C 2.13593 0.82734 -3.75227
C 3.37312 -0.12072 0.27381
C 2.68804 0.75225 1.34299
N 3.40331 1.97816 1.64121
Pd -0.03390 0.50056 -0.04617
C -0.22076 1.33627 -2.99333
P -0.68133 2.23993 -1.42903
H 4.85789 -0.05981 -1.92406
H 1.84292 1.14051 -4.76283
H 4.21102 0.49466 -4.26481
H -0.96946 0.52504 -3.10254
H -0.28199 1.97596 -3.88531
H 3.19238 -1.17071 0.58152
H 4.45866 0.04498 0.31106
H 1.62167 0.99318 1.00223
C -2.40495 2.78886 -1.62879
C 0.31143 3.78022 -1.53233
H 2.59737 0.18576 2.26521
C 3.35070 3.00040 0.60007
C 3.06141 2.51781 2.96354
H -1.57202 0.31983 0.88163
H 3.97743 3.85132 0.88864
H 3.72279 2.59622 -0.34331
H 2.31928 3.37491 0.43898
H 3.70311 3.36519 3.19123
H 2.00961 2.84950 3.01292
H 3.21275 1.73688 3.71210
H 0.05070 4.37816 -2.42480
H 0.13670 4.39422 -0.63018
H 1.37405 3.52000 -1.57224
H -2.53868 3.39869 -2.53834
H -3.06653 1.91337 -1.68491
H -2.70881 3.39334 -0.75565
H -1.09932 0.76874 1.38303
C -5.89099 -5.11537 1.76438
C -4.55871 -4.43803 1.57770
C -4.25934 -3.25423 2.25408
C -3.02815 -2.61849 2.11768
C -2.07233 -3.17562 1.30544
C -2.31696 -4.32557 0.61368
C -3.55068 -4.95184 0.74736
S -0.37140 -2.26940 1.18001
O -1.21100 -1.76146 -0.07687
O -0.64559 -1.45869 2.36283
O 0.98383 -1.21875 0.60325
H -6.02637 -5.37156 2.82010
H -6.69851 -4.43916 1.46985
H -5.96186 -6.02638 1.17535
H -5.03978 -2.81229 2.93271
H -2.89278 -1.69759 2.70172
H -1.55804 -4.78390 -0.04267
H -3.76167 -5.89878 0.19266
```



(3)
C20H30NO3Se4SiTcTe2 | wB97M-V/def2-TZVPD

Summary:
**Orbital gap (alpha / beta)**: 5.366 / 5.702 eV
**HOMO energy (alpha / beta)**: -4.45 / -4.55 eV
**Spin multiplicity**: 4
**F_max**: 2.010 eV Å⁻¹
**Total charge**: -1

```
62
C20H30NO3Se4SiTcTe2 (wB97M-V/def2-TZVPD)
Tc -0.92479 0.17299 -0.11575
Se -2.40557 -0.14794 -1.92735
Te -4.46879 1.15939 -1.65519
Te -4.66669 0.65727 1.31041
Se -2.49730 -0.49591 1.50349
C 1.53615 -2.65911 3.06771
Se 0.91715 -0.84371 2.70830
C 0.01629 -0.54874 4.39696
C 0.15541 0.89801 4.83415
Se -0.41197 2.16520 3.45794
C 1.34787 2.74242 2.85936
H 0.69721 -3.34720 3.15182
H 2.12811 -2.67628 3.98140
H 2.15061 -2.93889 2.21552
H 0.49169 -1.21448 5.11979
H -1.03352 -0.83014 4.30409
H 1.18837 1.12701 5.09443
H -0.46332 1.09890 5.70937
H 1.86652 3.29750 3.63799
H 1.17890 3.38866 1.99927
H 1.93162 1.88398 2.54028
C -4.50098 4.86894 -0.13324
Si -2.79845 4.78480 0.59153
C -2.89084 5.06712 2.42119
C -1.72646 6.07110 -0.19596
C -2.08034 3.14972 0.30818
C -1.62846 2.03294 0.12091
H -4.93161 5.86563 -0.00375
H -5.15032 4.14064 0.35948
H -4.47810 4.62552 -1.19719
H -3.26101 6.06896 2.65717
H -1.91017 4.93721 2.88376
H -3.56196 4.33135 2.87200
H -2.14089 7.07297 -0.05315
H -1.63857 5.88327 -1.26834
H -0.72243 6.04684 0.23281
O 3.19985 1.38271 -0.25078
C 2.03484 1.20670 -0.19288
N 0.85248 1.09061 -0.15189
C 2.24828 -5.40173 -5.48769
C 1.96816 -4.52867 -4.29144
C 1.54802 -3.21756 -4.43787
C 1.28835 -2.40222 -3.33658
C 0.84801 -0.97493 -3.55605
C 1.47381 -2.91251 -2.05846
C 1.93049 -4.22371 -1.87796
C 2.16341 -4.81973 -0.51067
C 2.15202 -5.01346 -2.99865
C 1.20299 -2.05921 -0.84655
O 2.06502 -1.89542 -0.00387
O -0.00730 -1.59495 -0.76938
H 1.81575 -4.97968 -6.39507
H 1.83646 -6.40311 -5.35179
H 3.32228 -5.51273 -5.65513
H 1.41461 -2.80790 -5.43475
H 1.23827 -0.61379 -4.50831
H 1.19160 -0.31045 -2.76260
H -0.24116 -0.89511 -3.57677
H 1.26533 -4.76129 0.10920
H 2.94373 -4.28349 0.02760
H 2.44456 -5.86746 -0.61235
H 2.48679 -6.03684 -2.85868
```



(4)
C20H30O10 | wB97M-V/def2-TZVPD

Summary:
**Orbital gap**: 8.524 eV
**HOMO energy**: -8.72 eV
**F_max**: 11.903 eV Å⁻¹
**Total charge**: 0

```
60
C20H30O10 (wB97M-V/def2-TZVPD)
O -0.58581 -5.83016 -3.00345
C -0.73251 -5.45071 -1.84078
O -0.93611 -4.13478 -1.63278
C -0.75830 -3.76802 -0.26232
C -0.88990 -5.08392 0.53609
C -0.60436 -6.12087 -0.47072
H -1.60796 -3.16903 0.06539
H 0.10801 -3.12071 -0.12596
H -1.91203 -5.21809 0.89011
H -0.42791 -5.15277 1.52094
H -1.28401 -6.96916 -0.38966
H 0.40031 -6.54336 -0.45506
O -1.27734 -1.14001 -3.38483
C -1.99121 -1.00507 -2.38477
O -2.54712 0.10138 -2.15695
C -3.45582 -0.08402 -1.05104
C -2.90274 -1.24902 -0.25269
C -2.25613 -2.11854 -1.34892
H -4.44637 -0.30158 -1.45051
H -3.23169 0.90621 -0.65441
H -3.66929 -1.73480 0.35107
H -2.10109 -0.85876 0.37433
H -2.92242 -2.84335 -1.81669
H -1.29249 -2.55216 -1.08158
O 4.55394 0.64157 -1.03593
C 4.08828 1.38804 -0.27103
O 2.79427 1.68716 -0.19927
C 2.47717 2.35921 0.99139
C 3.71394 2.24602 1.87013
C 4.85172 1.91916 0.95345
H 1.62587 1.78721 1.36045
H 2.17288 3.39223 0.82289
H 3.58756 1.36159 2.49455
H 3.98381 3.02800 2.57990
H 5.57264 1.24455 1.41526
H 5.39195 2.82756 0.68687
O -2.69757 2.26626 1.52551
C -1.72204 2.91402 1.14201
O -0.59434 2.44742 0.78027
C 0.47659 3.39456 0.71342
C -0.23529 4.66141 0.99821
C -1.64867 4.40402 1.03652
H 0.83671 3.22748 -0.30172
H 1.28371 3.17947 1.41371
H -0.00195 5.49916 0.34109
H 0.31117 5.04145 1.86137
H -2.00428 4.78364 0.07864
H -2.13561 5.06146 1.75678
O 0.17317 -2.15304 0.94509
C 0.26618 -1.08761 0.31221
O -0.10774 -0.98374 -0.92651
C 0.09236 0.32143 -1.52878
C 0.34201 1.16319 -0.30017
C 0.82182 0.23701 0.84040
H -0.64475 0.82757 -2.15215
H 0.95940 0.18680 -2.17548
H -0.54290 1.74688 -0.04651
H 1.07090 1.89461 -0.64925
H 0.31134 0.43246 1.78344
H 1.90015 0.09323 0.90845
```